Record 1
Below is the molecule C9H17ClOSi in a non-equilibrium geometry, with properties calculated with the ωB97M-V functional and the def2-TZVPD basis.

Element x y z (Å)
C1 1.119 -0.308 2.016
C2 1.207 -1.737 1.888
C3 0.572 -2.140 0.460
C4 1.208 -1.326 -0.678
C5 2.180 0.492 1.968
C6 0.649 0.144 -0.646
C7 0.656 0.665 -2.148
C8 -0.833 2.586 0.439
C9 -2.585 0.117 0.263
O1 -0.127 0.214 1.988
Si1 -0.822 0.674 0.473
Cl1 3.751 -0.102 2.026
H1 2.168 -2.128 2.007
H2 0.649 -2.240 2.632
H3 0.897 -3.084 0.372
H4 -0.597 -2.070 0.517
H5 2.252 -1.414 -0.697
H6 0.984 -1.708 -1.619
H7 2.023 1.528 1.939
H8 1.447 0.822 -0.113
H9 1.631 1.036 -2.316
H10 0.534 -0.065 -2.861
H11 -0.071 1.510 -2.351
H12 -0.491 2.902 -0.670
H13 -1.818 3.017 0.622
H14 -0.186 2.884 1.232
H15 -2.872 -0.977 0.321
H16 -3.042 0.559 1.271
H17 -3.071 0.723 -0.422

Forces on atoms 1 to 6 (eV/Å):
C 0.9 1.0 0.3
C -2.1 -0.9 -1.9
C -0.9 3.1 1.5
C -2.6 1.5 2.0
C -1.3 -0.7 0.8
C 1.4 1.4 -1.1

Properties
Kohn-Sham gap   0.332 hartree
SMILES   C[C@@H]1CCC/C(=C\Cl)O[Si]1(C)C
Spin multiplicity   1
Energy relative to the best compared isomer or geometry (same formula, charge and spin)   193.6 kJ/mol

***

Record 2
Below is the molecule C5H13N, with properties calculated with the ωB97M-V functional and the def2-TZVPD basis.

Element x y z (Å)
C1 -0.337 2.281 -0.216
C2 0.266 0.901 -0.025
C3 -0.824 -0.172 -0.059
C4 -0.371 -1.590 0.296
C5 0.456 -2.221 -0.803
N1 1.095 0.803 1.157
H1 -1.105 2.342 -0.985
H2 0.419 3.025 -0.486
H3 -0.811 2.644 0.705
H4 0.899 0.701 -0.900
H5 -1.221 -0.190 -1.078
H6 -1.671 0.089 0.591
H7 -1.268 -2.144 0.573
H8 0.183 -1.567 1.242
H9 1.337 -1.587 -0.953
H10 -0.049 -2.217 -1.776
H11 0.816 -3.228 -0.590
H12 1.590 1.661 1.340
H13 0.597 0.468 1.967

Forces on atoms 1 to 6 (eV/Å):
C -0.2 0.8 0.2
C -0.3 -0.2 -0.6
C -0.1 -0.1 0.2
C -0.3 0.2 0.6
C 0.5 0.4 -0.3
N 0.3 -0.4 -0.1

Properties
Kohn-Sham gap   0.376 hartree
SMILES   CCC[C@@H](C)N
Spin multiplicity   1
Energy relative to the best compared isomer or geometry (same formula, charge and spin)   21.8 kJ/mol

***

Record 3
Below is a cluster of 2 separate species, C7H11N2O2 in total in a non-equilibrium geometry, with properties calculated with the ωB97M-V functional and the def2-TZVPD basis.

Element x y z (Å)
C1 -1.153 -1.690 -0.602
C2 -2.624 0.080 0.724
C3 -1.867 -0.420 -0.292
C4 -2.204 1.665 -0.753
N1 -2.765 1.421 0.465
N2 -1.666 0.585 -1.222
H1 -3.024 -0.350 1.628
H2 -3.279 2.017 1.089
H3 -1.364 -2.006 -1.622
H4 -1.328 -2.529 0.077
H5 -2.348 2.646 -1.177
H6 -0.085 -1.538 -0.495
C5 2.216 -1.226 0.634
C6 1.188 -0.856 1.695
C7 2.705 0.009 -0.202
O1 3.003 1.019 0.480
O2 2.734 -0.134 -1.439
H7 3.092 -1.692 1.094
H8 1.850 -1.901 -0.146
H9 1.385 0.191 1.938
H10 1.137 -1.546 2.536
H11 0.180 -0.772 1.289

Forces on atoms 1 to 6 (eV/Å):
C -0.1 -0.7 0.5
C 0.5 -0.3 0.4
C 0.1 0.2 -0.8
C -0.7 0.2 0.9
N -0.7 -0.3 0.3
N 0.2 0.2 -0.5

Properties
Kohn-Sham gap   0.250 hartree
Spin multiplicity   1
Energy relative to the best compared isomer or geometry (same formula, charge and spin)   123.4 kJ/mol
Total charge   -1

***

Record 4
Below is a cluster of 12 separate species, C44H74F12N2O26 in total in a non-equilibrium geometry, with properties calculated with the ωB97M-V functional and the def2-TZVPD basis.

Element x y z (Å)
C1 -0.388 -1.933 7.652
C2 -0.356 -0.558 7.080
N1 -0.088 0.466 6.546
H1 0.655 -2.160 8.035
H2 -0.508 -2.629 6.800
H3 -1.064 -2.110 8.466
C3 5.908 0.574 2.999
C4 5.292 -0.668 3.414
N2 4.811 -1.667 3.731
H4 6.921 0.324 2.645
H5 5.868 1.245 3.830
H6 5.373 1.040 2.146
C5 -0.081 -3.960 -4.224
C6 1.136 -3.117 -3.979
O1 1.311 -2.187 -5.087
C7 0.612 -1.041 -4.884
O2 -0.047 -0.787 -3.942
O3 0.806 -0.124 -5.861
C8 1.460 -0.434 -7.091
H7 -0.001 -4.505 -5.239
H8 -1.013 -3.315 -4.175
H9 -0.209 -4.675 -3.434
H10 2.048 -3.665 -3.911
H11 1.028 -2.524 -3.071
H12 1.640 0.504 -7.578
H13 0.842 -1.064 -7.707
H14 2.446 -0.897 -6.952
C9 2.094 1.849 -2.363
C10 1.226 2.515 -1.326
O4 2.140 3.618 -0.811
C11 3.119 3.285 -0.022
O5 3.399 2.165 0.334
O6 3.708 4.407 0.403
C12 4.811 4.147 1.445
H15 1.592 1.041 -2.873
H16 3.076 1.486 -1.950
H17 2.360 2.614 -3.087
H18 0.876 1.972 -0.397
H19 0.431 3.008 -1.883
H20 5.452 3.401 1.053
H21 4.305 3.947 2.355
H22 5.285 5.153 1.500
C13 -3.970 -2.047 -5.386
C14 -3.848 -1.366 -4.010
O7 -3.134 -2.210 -3.005
C15 -3.780 -3.252 -2.409
O8 -3.210 -4.044 -1.728
O9 -5.066 -3.155 -2.752
C16 -5.900 -3.975 -1.814
H23 -4.369 -1.475 -6.228
H24 -4.681 -2.834 -5.320
H25 -2.993 -2.445 -5.663
H26 -4.724 -0.938 -3.523
H27 -3.221 -0.521 -4.061
H28 -5.615 -5.058 -1.993
H29 -6.897 -3.740 -2.088
H30 -5.735 -3.650 -0.791
C17 -7.263 -0.084 -4.234
C18 -6.860 1.422 -3.962
O10 -7.274 1.800 -2.662
C19 -6.445 1.514 -1.645
O11 -5.365 0.923 -1.779
O12 -7.034 1.934 -0.562
C20 -6.311 1.742 0.687
H31 -8.344 -0.090 -4.459
H32 -7.064 -0.726 -3.353
H33 -6.752 -0.460 -5.138
H34 -7.370 2.108 -4.627
H35 -5.833 1.652 -4.083
H36 -5.568 0.957 0.539
H37 -7.077 1.528 1.417
H38 -5.762 2.658 0.936
C21 6.989 5.859 4.893
C22 6.725 5.109 6.118
O13 5.294 4.961 6.373
C23 4.770 3.875 5.879
O14 5.235 3.243 4.978
O15 3.584 3.573 6.402
C24 3.153 4.307 7.637
H39 6.636 5.384 3.996
H40 8.057 6.077 4.763
H41 6.527 6.833 4.943
H42 7.056 5.522 7.052
H43 7.153 4.093 6.072
H44 3.750 3.940 8.477
H45 2.084 4.046 7.668
H46 3.247 5.402 7.457
C25 4.789 -5.768 -1.754
C26 3.458 -5.250 -2.081
O16 2.964 -4.164 -1.197
C27 3.581 -3.006 -1.311
O17 4.421 -2.723 -2.112
O18 3.216 -2.283 -0.291
C28 3.513 -0.865 -0.296
H47 5.645 -5.286 -2.211
H48 4.823 -6.832 -1.971
H49 4.932 -5.751 -0.678
H50 2.706 -6.032 -2.007
H51 3.404 -4.894 -3.084
H52 4.207 -0.488 -1.025
H53 3.945 -0.807 0.680
H54 2.557 -0.361 -0.324
C29 -2.316 2.541 -3.197
C30 -1.904 2.220 -4.616
O19 -1.634 3.408 -5.333
C31 -0.438 3.918 -5.175
O20 0.315 3.712 -4.293
C32 -0.213 5.030 -6.212
F1 -1.060 6.036 -6.065
F2 1.017 5.528 -6.092
F3 -0.273 4.508 -7.438
H55 -3.309 2.989 -3.079
H56 -1.684 3.317 -2.836
H57 -2.304 1.616 -2.575
H58 -2.709 1.717 -5.202
H59 -1.022 1.602 -4.686
C33 2.098 0.588 3.390
C34 1.262 -0.654 3.186
O21 0.330 -0.240 2.085
C35 -0.686 -1.026 1.789
O22 -1.096 -1.914 2.498
C36 -1.266 -0.681 0.393
F4 -2.401 -1.359 0.222
F5 -1.360 0.668 0.289
F6 -0.441 -1.108 -0.564
H60 1.460 1.422 3.605
H61 2.685 0.871 2.525
H62 2.673 0.441 4.253
H63 0.662 -0.979 4.074
H64 1.729 -1.569 2.766
C37 0.199 -4.564 0.577
C38 -1.024 -5.210 1.188
O23 -1.302 -6.316 0.282
C39 -2.558 -6.618 0.155
O24 -3.512 -6.369 0.832
C40 -2.773 -7.560 -1.166
F7 -2.428 -8.840 -0.859
F8 -4.019 -7.506 -1.619
F9 -1.987 -7.062 -2.149
H65 1.055 -5.212 0.498
H66 0.501 -3.642 1.096
H67 -0.047 -4.335 -0.470
H68 -1.869 -4.462 1.230
H69 -0.822 -5.653 2.144
C41 -2.840 2.535 2.687
C42 -1.660 2.961 3.489
O25 -2.047 2.794 4.886
C43 -1.172 3.286 5.780
O26 -0.105 3.753 5.523
C44 -1.724 3.272 7.224
F10 -2.398 4.487 7.425
F11 -2.656 2.332 7.501
F12 -0.687 3.114 8.069
H70 -3.064 1.527 2.930
H71 -2.567 2.608 1.613
H72 -3.701 3.120 2.832
H73 -1.366 4.010 3.349
H74 -0.772 2.323 3.302

Forces on atoms 1 to 6 (eV/Å):
C 2.0 0.0 -0.9
C 1.4 2.7 -1.4
N -1.4 -3.5 1.9
H -1.1 0.4 -0.3
H -0.4 0.3 0.6
H -0.6 0.2 0.0

Properties
Kohn-Sham gap   0.403 hartree
SMILES   CCOC(=O)C(F)(F)F.CCOC(=O)C(F)(F)F.CCOC(=O)C(F)(F)F.CCOC(=O)C(F)(F)F.CCOC(=O)OC.CCOC(=O)OC.CCOC(=O)OC.CCOC(=O)OC.CCOC(=O)OC.CCOC(=O)OC.CC#N.CC#N
Spin multiplicity   1
Energy relative to the best compared isomer or geometry (same formula, charge and spin)   0.0 kJ/mol

***

Record 5
Below is the molecule C4H4ClF in a non-equilibrium geometry, with properties calculated with the ωB97M-V functional and the def2-TZVPD basis.

Element x y z (Å)
C1 -1.803 0.215 0.080
C2 -0.602 -0.381 -0.086
C3 0.621 0.442 -0.132
C4 1.889 -0.055 0.033
H1 -1.802 1.320 0.262
H2 -0.510 -1.439 -0.198
H3 0.445 1.487 -0.247
H4 2.707 0.512 0.275
F1 2.323 -1.360 0.018
Cl1 -3.268 -0.742 -0.005

Forces on atoms 1 to 6 (eV/Å):
C 1.4 -0.2 -0.2
C -0.5 1.2 -0.3
C 1.4 -2.8 0.7
C -2.7 -0.5 -0.6
H -0.8 -1.2 -0.3
H -0.1 -0.5 -0.1

Properties
Kohn-Sham gap   0.347 hartree
SMILES   F/C=C\C=C\Cl
Spin multiplicity   1
Energy relative to the best compared isomer or geometry (same formula, charge and spin)   43.4 kJ/mol

***

Record 6
Below is a structure of composition C64H50IN7P3S5Se2Ti in a non-equilibrium geometry, with properties calculated with the ωB97M-V functional and the def2-TZVPD basis.

Element x y z (Å)
Ti1 -0.303 0.471 -0.118
I1 -2.720 2.619 -1.412
C1 -2.861 0.904 -2.624
C2 -4.070 0.620 -3.200
C3 -4.143 -0.376 -4.198
C4 -2.994 -0.948 -4.666
C5 -1.735 -0.629 -4.096
C6 -0.525 -1.076 -4.690
C7 0.667 -0.721 -4.137
C8 0.709 -0.081 -2.868
C9 -0.424 0.372 -2.206
C10 -1.658 0.214 -2.949
H1 -4.951 1.185 -2.923
H2 -5.106 -0.627 -4.632
H3 -3.024 -1.636 -5.507
H4 -0.566 -1.669 -5.601
H5 1.596 -0.974 -4.637
H6 1.684 0.073 -2.428
Se1 -0.366 6.248 2.702
P1 -1.571 4.719 3.488
C11 -3.329 4.813 3.030
C12 -4.220 3.822 3.440
C13 -5.568 3.934 3.130
C14 -6.026 5.015 2.385
C15 -5.136 5.991 1.961
C16 -3.787 5.895 2.290
C17 -1.562 4.815 5.311
C18 -0.320 4.902 5.941
C19 -0.237 5.108 7.309
C20 -1.396 5.249 8.064
C21 -2.635 5.196 7.441
C22 -2.720 4.987 6.069
C23 -1.118 3.071 2.884
C24 -0.738 1.766 3.269
N1 -0.503 1.084 2.128
N2 -0.759 1.912 1.126
N3 -1.150 3.089 1.531
P2 -0.567 0.846 4.816
Se2 -0.020 -1.162 4.530
C25 0.703 1.686 5.783
C26 0.707 1.636 7.175
C27 1.809 2.102 7.879
C28 2.912 2.598 7.195
C29 2.914 2.631 5.805
C30 1.813 2.172 5.096
C31 -2.149 1.023 5.699
C32 -2.399 2.107 6.537
C33 -3.632 2.237 7.164
C34 -4.613 1.276 6.972
C35 -4.365 0.193 6.139
C36 -3.142 0.070 5.492
H7 -3.859 2.963 4.003
H8 -6.266 3.177 3.472
H9 -7.076 5.090 2.129
H10 -5.488 6.831 1.374
H11 -3.078 6.651 1.973
H12 0.580 4.830 5.344
H13 0.735 5.169 7.785
H14 -1.333 5.418 9.134
H15 -3.542 5.320 8.023
H16 -3.692 4.958 5.597
H17 -0.147 1.230 7.703
H18 1.806 2.074 8.964
H19 3.771 2.964 7.747
H20 3.775 3.017 5.270
H21 1.813 2.193 4.010
H22 -1.629 2.850 6.705
H23 -3.818 3.093 7.805
H24 -5.569 1.370 7.475
H25 -5.127 -0.562 5.986
H26 -2.943 -0.769 4.834
N4 2.508 -2.186 -0.842
P3 1.568 -1.840 0.590
C37 1.121 -3.581 1.058
C38 1.906 -4.685 0.728
C39 1.546 -5.956 1.151
C40 0.403 -6.143 1.926
C41 -0.365 -5.047 2.287
C42 -0.006 -3.772 1.851
C43 3.050 -1.715 1.720
C44 4.188 -0.991 1.360
C45 5.289 -0.920 2.205
C46 5.274 -1.563 3.434
C47 4.150 -2.284 3.806
C48 3.056 -2.365 2.954
C49 2.018 -2.825 -1.967
C50 2.893 -3.133 -3.022
C51 2.411 -3.837 -4.100
C52 1.074 -4.225 -4.125
C53 0.289 -3.872 -3.048
N5 0.736 -3.188 -1.990
H27 3.281 -1.560 -1.015
H28 2.808 -4.546 0.142
H29 2.168 -6.805 0.889
H30 0.126 -7.139 2.256
H31 -1.234 -5.176 2.926
H32 -0.587 -2.910 2.165
H33 4.217 -0.450 0.424
H34 6.159 -0.348 1.901
H35 6.131 -1.504 4.096
H36 4.116 -2.788 4.766
H37 2.205 -2.950 3.267
H38 3.928 -2.812 -2.969
H39 3.068 -4.085 -4.925
H40 0.652 -4.760 -4.967
H41 -0.763 -4.145 -3.021
N6 -2.825 -2.731 0.545
C54 -1.861 -1.992 -0.049
N7 -1.978 -0.712 0.198
C55 -3.113 -0.600 1.018
C56 -3.750 0.513 1.561
C57 -4.911 0.302 2.281
C58 -5.434 -0.984 2.491
C59 -4.804 -2.099 1.979
C60 -3.652 -1.873 1.235
H42 -2.879 -3.733 0.526
H43 -1.090 -2.436 -0.673
H44 -3.374 1.517 1.407
H45 -5.433 1.159 2.684
H46 -6.346 -1.101 3.066
H47 -5.191 -3.100 2.139
C61 5.904 1.401 -1.396
S1 4.439 0.807 -2.289
C62 3.366 2.180 -2.145
C63 2.382 2.311 -1.221
S2 2.075 1.323 0.172
S3 1.340 3.696 -1.482
C64 2.082 4.333 -2.904
S4 1.580 5.684 -3.696
S5 3.428 3.384 -3.418
H48 6.616 0.573 -1.370
H49 5.620 1.680 -0.380
H50 6.341 2.251 -1.917

Forces on atoms 1 to 6 (eV/Å):
Ti 1.7 -0.5 -0.5
I -0.1 -0.2 -0.1
C 0.0 0.1 0.1
C 0.1 0.0 0.0
C -0.1 0.0 0.0
C 0.0 0.0 0.0

Properties
Kohn-Sham gap (spin up / spin down)   0.180 / 0.249 hartree
Spin multiplicity   3
Energy relative to the best compared isomer or geometry (same formula, charge and spin)   23.6 kJ/mol
Total charge   -1

***

Record 7
Below is a structure of composition C12H30CuN2O8S in a non-equilibrium geometry, with properties calculated with the ωB97M-V functional and the def2-TZVPD basis.

Element x y z (Å)
Cu1 -0.361 -0.384 0.006
S1 0.180 -1.974 -2.533
O1 1.530 -2.256 -3.048
O2 -0.091 -2.338 -1.136
O3 -0.234 -0.601 -2.720
O4 -0.447 -2.942 -3.446
C1 -0.531 2.460 1.788
O5 -1.127 1.669 0.799
C2 -1.242 2.219 -0.546
C3 0.113 2.529 -1.232
N1 0.969 1.307 -1.305
C4 2.344 1.684 -1.590
C5 3.282 0.491 -1.513
O6 4.509 0.684 -2.270
C6 5.554 -0.249 -1.900
H1 -0.758 1.948 2.723
H2 -0.848 3.502 1.825
H3 0.550 2.558 1.686
H4 -1.924 3.069 -0.539
H5 -1.828 1.518 -1.139
H6 0.612 3.328 -0.683
H7 -0.169 2.903 -2.216
H8 0.627 0.723 -2.054
H9 2.746 2.427 -0.901
H10 2.489 2.174 -2.553
H11 2.848 -0.474 -1.777
H12 3.512 0.420 -0.450
H13 5.125 -1.246 -1.802
H14 6.025 0.115 -0.987
H15 6.304 -0.259 -2.691
C7 2.219 -0.232 2.387
O7 1.045 -0.915 1.860
C8 0.265 -1.635 2.825
C9 -0.815 -2.383 2.071
N2 -1.779 -1.434 1.469
C10 -2.918 -2.200 0.914
C11 -3.831 -1.304 -0.011
O8 -4.422 -0.183 0.701
C12 -4.997 0.747 -0.179
H16 2.851 -0.990 2.850
H17 1.877 0.430 3.182
H18 2.782 0.325 1.638
H19 -0.143 -0.907 3.527
H20 0.973 -2.319 3.294
H21 -1.341 -3.063 2.741
H22 -0.366 -3.037 1.324
H23 -2.034 -0.749 2.166
H24 -3.522 -2.598 1.730
H25 -2.503 -2.955 0.246
H26 -4.563 -1.862 -0.594
H27 -3.149 -0.880 -0.748
H28 -5.531 0.311 -1.022
H29 -4.194 1.400 -0.521
H30 -5.662 1.427 0.354

Forces on atoms 1 to 6 (eV/Å):
Cu 0.3 -0.8 -0.2
S 1.4 -4.8 -4.2
O 3.2 2.2 2.2
O 0.0 0.4 2.4
O -1.0 2.7 -0.3
O -4.0 -0.1 0.1

Properties
Kohn-Sham gap (spin up / spin down)   0.083 / 0.197 hartree
Spin multiplicity   2
Energy relative to the best compared isomer or geometry (same formula, charge and spin)   0.0 kJ/mol
Total charge   -2

***

Record 8
Below is the molecule C5H11O4P in a non-equilibrium geometry, with properties calculated with the ωB97M-V functional and the def2-TZVPD basis.

Element x y z (Å)
C1 -0.708 1.081 -0.146
C2 0.496 1.289 0.652
C3 -0.627 -0.033 -1.249
C4 -2.070 -0.318 -1.894
C5 0.849 -1.397 2.282
O1 2.729 0.453 1.722
O2 0.340 0.278 -2.331
O3 -2.155 -0.648 -3.184
O4 1.120 -1.334 0.889
P1 1.987 0.102 0.521
H1 -1.406 0.892 0.558
H2 -0.949 2.017 -0.629
H3 0.996 2.215 0.500
H4 0.408 1.292 1.708
H5 -0.416 -1.018 -0.731
H6 -2.859 -0.566 -1.157
H7 0.585 -0.326 2.545
H8 1.750 -1.560 2.863
H9 -0.029 -2.006 2.534
H10 1.266 0.000 -1.876
H11 -1.306 -0.412 -3.577

Forces on atoms 1 to 6 (eV/Å):
C 1.0 0.1 -3.2
C 2.9 -0.5 0.1
C -1.1 0.7 -1.2
C 3.2 -0.9 -0.5
C -0.8 2.4 0.3
O 2.0 0.8 1.9

Properties
Kohn-Sham gap (spin up / spin down)   0.183 / 0.106 hartree
Spin multiplicity   1
Energy relative to the best compared isomer or geometry (same formula, charge and spin)   628.4 kJ/mol